# 1
One molecule with the formula C22H32N2O4, computed with wB97M-V/def2-TZVPD.

Properties
- E_tot: -34504.095 eV
- SMILES string: COCCC(=O)N1CCC(Oc2ccc(C(=O)N3CCCCCC3)cc2)CC1
- Relative energy (zero: lowest compared OMol25 entry of this formula, charge and spin): 213.6 kJ/mol
- HOMO level: -8.552 eV

The geometry in XYZ format:
```
60
C22H32N2O4 wB97M-V/def2-TZVPD
C -3.268 -3.002 0.427
O -4.213 -1.984 0.626
C -5.518 -2.343 0.224
C -6.418 -1.108 0.273
C -5.929 -0.126 -0.782
O -6.253 -0.267 -1.949
N -5.117 0.876 -0.383
C -4.658 1.067 0.984
H -4.178 0.151 1.340
C -3.649 2.208 1.066
H -4.110 3.157 0.796
H -3.291 2.282 2.093
C -2.454 1.933 0.150
C -2.938 1.525 -1.257
C -4.452 1.669 -1.395
H -4.782 1.290 -2.364
H -4.752 2.719 -1.315
H -2.451 2.119 -2.031
H -2.675 0.477 -1.416
O -1.726 0.894 0.787
C -0.502 0.530 0.330
C 0.194 1.140 -0.708
C 1.446 0.674 -1.068
C 2.039 -0.384 -0.395
C 1.338 -0.999 0.639
C 0.086 -0.550 0.996
H -0.466 -1.016 1.797
H 1.774 -1.841 1.156
C 3.355 -0.913 -0.871
O 3.475 -1.367 -1.996
N 4.387 -0.887 0.007
C 4.339 -0.234 1.293
H 4.304 -0.988 2.092
C 5.533 0.699 1.541
H 5.243 1.387 2.337
H 6.388 0.128 1.907
C 5.956 1.489 0.300
C 6.990 0.745 -0.546
C 6.422 -0.444 -1.316
H 7.241 -0.974 -1.807
C 5.653 -1.435 -0.440
H 5.428 -2.323 -1.037
H 6.238 -1.730 0.433
H 5.741 -0.094 -2.093
H 7.798 0.403 0.106
H 7.426 1.442 -1.266
H 6.397 2.435 0.622
H 5.079 1.722 -0.307
H 3.416 0.348 1.339
H 1.974 1.141 -1.887
H -0.230 1.971 -1.249
H -1.825 2.835 0.101
H -5.513 1.303 1.629
H -7.428 -1.413 -0.003
H -6.424 -0.689 1.275
H -5.912 -3.131 0.886
H -5.500 -2.735 -0.804
H -2.306 -2.596 0.733
H -3.504 -3.888 1.028
H -3.218 -3.296 -0.629
```

# 2
One molecule with the formula C22H32N4O3S at a distorted geometry, computed with wB97M-V/def2-TZVPD.

Properties
- E_tot: -46272.112 eV
- SMILES string: CCCCNC(=S)N(CCN(CC)CC)Cc1cc2cc3c(cc2[nH]c1=O)OCO3
- Relative energy (zero: lowest compared OMol25 entry of this formula, charge and spin): 99.6 kJ/mol
- HOMO level: -7.794 eV

The geometry in XYZ format:
```
62
C22H32N4O3S wB97M-V/def2-TZVPD
C -4.485 -1.906 -3.479
C -3.728 -2.169 -2.183
C -4.678 -2.426 -1.015
C -3.938 -2.616 0.305
N -3.262 -1.397 0.679
C -2.161 -1.355 1.460
N -1.682 -0.136 1.810
C -2.095 1.086 1.150
H -3.185 1.194 1.192
H -1.664 1.913 1.710
C -1.609 1.132 -0.323
N -2.176 2.144 -1.175
C -3.618 2.113 -1.320
C -4.045 2.445 -2.750
H -3.834 3.481 -2.997
H -3.512 1.807 -3.449
H -5.114 2.279 -2.863
H -4.129 2.795 -0.621
H -3.952 1.096 -1.101
C -1.571 3.458 -1.116
C -1.692 4.232 0.203
H -1.412 5.270 0.037
H -1.034 3.825 0.964
H -2.715 4.213 0.571
H -0.510 3.335 -1.358
H -2.022 4.048 -1.917
H -1.817 0.156 -0.777
H -0.524 1.264 -0.326
C -0.513 -0.029 2.664
C 0.743 0.228 1.877
C 1.439 -0.771 1.283
C 2.614 -0.522 0.517
C 3.051 0.812 0.396
N 2.319 1.795 1.003
C 1.168 1.613 1.739
O 0.588 2.583 2.206
H 2.634 2.754 0.912
C 4.207 1.140 -0.330
C 4.887 0.106 -0.913
C 4.456 -1.229 -0.799
C 3.336 -1.565 -0.098
H 3.005 -2.585 -0.009
O 5.327 -2.036 -1.481
C 6.313 -1.185 -2.019
O 6.024 0.151 -1.660
H 6.323 -1.275 -3.116
H 7.302 -1.465 -1.623
H 4.544 2.159 -0.422
H 1.099 -1.791 1.388
H -0.423 -0.967 3.217
H -0.675 0.800 3.359
S -1.442 -2.768 1.963
H -3.800 -0.553 0.557
H -3.181 -3.399 0.215
H -4.644 -2.920 1.091
H -5.377 -1.590 -0.921
H -5.265 -3.324 -1.215
H -3.095 -1.308 -1.956
H -3.075 -3.034 -2.308
H -3.791 -1.734 -4.297
H -5.121 -1.029 -3.380
H -5.113 -2.757 -3.734
```

# 3
C22H32N4Pd as an isolated structure at a distorted geometry, computed with wB97M-V/def2-TZVPD.

Properties
- E_tot: -32760.822 eV
- Net charge: +2
- Relative energy (zero: lowest compared OMol25 entry of this formula, charge and spin): 0.0 kJ/mol
- HOMO level: -14.678 eV

The geometry in XYZ format:
```
59
C22H32N4Pd wB97M-V/def2-TZVPD
Pd 0.304 0.853 0.008
C -3.228 0.967 -0.729
C -3.263 0.952 0.766
C -4.331 1.440 1.493
C -4.320 1.389 2.884
C -3.243 0.837 3.569
C -2.158 0.321 2.882
C -0.973 -0.287 3.563
C -2.193 0.349 1.466
N -1.200 -0.266 0.729
C -1.116 -1.570 0.457
C -2.188 -2.530 0.847
C 0.007 -1.956 -0.288
C 0.190 -3.346 -0.795
N 0.911 -0.995 -0.497
C 2.068 -1.123 -1.245
C 3.238 -1.595 -0.602
C 3.192 -1.840 0.871
C 4.357 -1.845 -1.380
C 4.333 -1.606 -2.747
C 3.188 -1.110 -3.365
C 2.050 -0.837 -2.629
C 0.798 -0.313 -3.258
H -3.810 1.791 -1.128
H -3.666 0.044 -1.108
H -2.193 1.031 -1.104
H -5.180 1.853 0.974
H -5.151 1.799 3.438
H -3.254 0.804 4.648
H -0.930 -0.003 4.610
H -0.042 0.016 3.066
H -1.027 -1.377 3.520
H -2.904 -2.057 1.513
H -1.776 -3.414 1.328
H -2.721 -2.870 -0.041
H -0.663 -3.651 -1.401
H 0.259 -4.050 0.033
H 1.092 -3.419 -1.395
H 2.599 -1.064 1.371
H 4.189 -1.867 1.303
H 2.717 -2.801 1.078
H 5.251 -2.229 -0.915
H 5.219 -1.789 -3.335
H 3.180 -0.950 -4.431
H 1.023 0.253 -4.155
H 0.226 0.326 -2.559
H 0.162 -1.149 -3.548
N 1.902 2.094 -0.879
C 1.332 3.440 -1.095
C 0.648 3.917 0.187
N -0.354 2.912 0.607
H 2.669 2.153 -0.202
H 2.318 1.773 -1.756
H 0.591 3.370 -1.903
H 2.103 4.163 -1.391
H 0.184 4.893 0.003
H 1.390 4.040 0.983
H -1.223 3.074 0.091
H -0.584 3.059 1.592
```

# 4
A 6-piece molecular cluster, C22H32N6O3PS overall, computed with wB97M-V/def2-TZVPD.

Properties
- E_tot: -58540.755 eV
- Net charge: -1
- Relative energy (zero: lowest compared OMol25 entry of this formula, charge and spin): 18.1 kJ/mol
- HOMO level: -3.852 eV

The geometry in XYZ format:
```
65
C22H32N6O3PS wB97M-V/def2-TZVPD
C 2.746 -1.105 -0.818
C 1.843 -1.921 0.110
O 2.574 -2.728 0.984
N 2.430 -2.241 2.366
P 3.847 -1.822 2.981
O 4.132 -0.204 2.820
O 5.007 -2.450 2.037
S 4.149 -2.225 4.870
H 2.173 -0.304 -1.296
H 3.200 -1.722 -1.591
H 3.524 -0.632 -0.218
H 1.215 -2.592 -0.501
H 1.181 -1.236 0.643
H 4.386 -0.050 1.906
H 5.822 -2.476 2.546
N 8.679 -3.069 3.872
C 9.045 -4.262 4.423
C 9.947 -4.855 3.580
C 10.128 -3.982 2.473
C 9.330 -2.889 2.684
H 8.017 -2.427 4.275
H 8.632 -4.587 5.362
H 10.420 -5.811 3.736
H 10.766 -4.140 1.619
H 9.171 -2.004 2.092
N -1.025 -2.711 -2.546
C -1.623 -2.202 -3.664
C -2.926 -1.912 -3.347
C -3.112 -2.254 -1.978
C -1.920 -2.742 -1.515
H -0.069 -3.012 -2.484
H -1.079 -2.094 -4.586
H -3.662 -1.505 -4.022
H -4.015 -2.150 -1.401
H -1.631 -3.103 -0.543
N -2.694 2.076 0.440
C -1.411 2.194 0.909
C -0.612 1.379 0.152
C -1.443 0.749 -0.812
C -2.718 1.196 -0.608
H -3.493 2.564 0.802
H -1.178 2.839 1.738
H 0.449 1.245 0.278
H -1.142 0.040 -1.568
H -3.637 0.964 -1.119
N -3.639 1.788 -4.034
C -4.834 2.049 -4.644
C -4.895 3.395 -4.891
C -3.684 3.966 -4.410
C -2.932 2.947 -3.889
H -3.324 0.881 -3.731
H -5.537 1.259 -4.848
H -5.715 3.912 -5.361
H -3.400 5.005 -4.441
H -1.961 2.945 -3.425
N -5.993 3.173 2.187
C -7.195 3.436 1.590
C -7.258 4.782 1.350
C -6.044 5.355 1.819
C -5.285 4.337 2.330
H -5.679 2.265 2.479
H -7.898 2.647 1.387
H -8.081 5.300 0.887
H -5.761 6.393 1.784
H -4.307 4.339 2.781
```

> What is the formula in the third record?

C22H32N4Pd